A cluster of 6 separate species, H12O6 in total, computed with ωB97M-V/def2-TZVPD.

Geometry as ORCA input:
```
! wB97M-V def2-TZVPD RIJCOSX def2/J DEFGRID3
* xyz 0 1
O -7.754 5.803 1.862
H -7.358 5.050 1.403
H -8.488 5.416 2.351
O 2.534 -0.494 -3.179
H 2.686 -0.900 -4.039
H 3.142 -0.952 -2.585
O -5.175 4.606 0.609
H -4.686 4.354 1.399
H -4.956 3.948 -0.057
O -1.719 -2.231 4.616
H -1.863 -3.179 4.664
H -1.580 -1.881 5.498
O -0.202 -5.725 0.825
H -0.650 -5.510 1.660
H -0.724 -5.157 0.246
O 12.293 -1.685 -4.814
H 12.422 -0.858 -5.302
H 11.591 -2.063 -5.355
*
```

Values from the calculation:
HOMO level in eV: -11.0964
SMILES: O.O.O.O.O.O

So, what does the Löwdin scheme give us? The charges, in e, come out as: atom 1 (O): -0.0699, atom 2 (H): 0.0050, atom 3 (H): 0.0284, atom 4 (O): -0.0645, atom 5 (H): 0.0302, atom 6 (H): 0.0343, atom 7 (O): -0.0472, atom 8 (H): 0.0437, atom 9 (H): 0.0400, atom 10 (O): -0.0589, atom 11 (H): 0.0278, atom 12 (H): 0.0310, atom 13 (O): -0.0663, atom 14 (H): 0.0345, atom 15 (H): 0.0319, atom 16 (O): -0.0663, atom 17 (H): 0.0359, atom 18 (H): 0.0304

=====

A cluster of 3 separate species, C19H41BBrN2O4PS in total, computed with ωB97M-V/def2-TZVPD.

Geometry as ORCA input:
```
! wB97M-V def2-TZVPD RIJCOSX def2/J DEFGRID3
* xyz 0 1
C -0.835 3.704 5.767
C -0.808 3.267 4.469
C -1.205 4.264 3.334
P -1.423 3.383 1.693
Br -3.681 3.067 2.286
C -1.283 1.491 1.733
C 0.199 0.977 1.801
S 0.282 -0.853 2.143
C 1.894 -1.008 2.956
N 2.386 -2.002 3.703
N 3.617 -1.539 4.068
C 3.866 -0.352 3.566
O 2.759 0.024 2.815
O 0.240 3.563 1.244
B 0.527 4.750 0.574
O -0.287 5.884 0.552
O 1.786 4.808 -0.100
H -1.767 4.194 6.134
H 0.034 3.566 6.445
H -0.510 2.212 4.272
H -0.476 5.104 3.315
H -2.185 4.711 3.648
H -1.918 3.953 0.501
H -1.763 1.102 0.795
H -1.867 1.161 2.622
H 0.690 1.118 0.813
H 0.721 1.490 2.635
H 4.731 0.318 3.663
H 0.247 6.690 0.622
H 2.427 4.642 0.618
C 5.145 -2.596 -3.281
C 4.184 -3.606 -2.664
C 2.832 -2.999 -2.289
C 2.887 -1.898 -1.228
C 3.524 -2.308 0.100
C 2.765 -3.419 0.813
H 5.387 -1.792 -2.584
H 6.081 -3.085 -3.558
H 4.717 -2.154 -4.183
H 4.651 -4.073 -1.792
H 4.013 -4.411 -3.387
H 2.169 -3.801 -1.949
H 2.365 -2.588 -3.191
H 1.866 -1.548 -1.039
H 3.429 -1.034 -1.627
H 3.552 -1.430 0.753
H 4.565 -2.609 -0.050
H 1.736 -3.118 1.016
H 3.243 -3.651 1.767
H 2.745 -4.339 0.224
C -5.943 -1.135 -3.859
C -5.142 -1.847 -2.774
C -4.694 -0.916 -1.647
C -3.753 0.213 -2.074
C -2.462 -0.241 -2.755
C -1.575 -1.093 -1.854
H -5.353 -0.363 -4.357
H -6.263 -1.848 -4.622
H -6.837 -0.669 -3.438
H -4.279 -2.348 -3.224
H -5.764 -2.637 -2.344
H -4.217 -1.515 -0.866
H -5.580 -0.470 -1.182
H -3.499 0.805 -1.186
H -4.283 0.896 -2.745
H -1.900 0.648 -3.056
H -2.685 -0.787 -3.675
H -1.300 -0.545 -0.948
H -0.655 -1.364 -2.377
H -2.070 -2.020 -1.558
*
```

Values from the calculation:
HOMO level in eV: -9.0435
SMILES: C=CC[PH](Br)(CCSc1nnco1)OB(O)O.CCCCCC.CCCCCC

So, what does the Löwdin scheme give us? The charges, in e, come out as: atom 1 (C): -0.0046, atom 2 (C): -0.2038, atom 3 (C): -0.3336, atom 4 (P): 0.6258, atom 5 (Br): 0.2695, atom 6 (C): -0.3917, atom 7 (C): -0.4934, atom 8 (S): 0.9519, atom 9 (C): -0.6383, atom 10 (N): 0.0459, atom 11 (N): 0.0172, atom 12 (C): -0.1306, atom 13 (O): -0.0345, atom 14 (O): -0.1485, atom 15 (B): -0.8225, atom 16 (O): 0.1374, atom 17 (O): 0.1215, atom 18 (H): 0.0724, atom 19 (H): 0.0649, atom 20 (H): 0.0916, atom 21 (H): 0.0955, atom 22 (H): 0.0505, atom 23 (H): 0.0407, atom 24 (H): 0.0740, atom 25 (H): 0.0440, atom 26 (H): 0.0842, atom 27 (H): 0.0629, atom 28 (H): 0.1362, atom 29 (H): 0.1197, atom 30 (H): 0.1047, atom 31 (C): -0.1141, atom 32 (C): -0.2705, atom 33 (C): -0.2293, atom 34 (C): -0.2221, atom 35 (C): -0.2561, atom 36 (C): -0.1148, atom 37 (H): 0.0642, atom 38 (H): 0.0687, atom 39 (H): 0.0743, atom 40 (H): 0.0989, atom 41 (H): 0.1042, atom 42 (H): 0.1017, atom 43 (H): 0.1075, atom 44 (H): 0.0958, atom 45 (H): 0.1024, atom 46 (H): 0.0852, atom 47 (H): 0.1034, atom 48 (H): 0.0427, atom 49 (H): 0.0639, atom 50 (H): 0.0698, atom 51 (C): -0.1135, atom 52 (C): -0.2709, atom 53 (C): -0.2265, atom 54 (C): -0.2255, atom 55 (C): -0.2634, atom 56 (C): -0.1020, atom 57 (H): 0.0647, atom 58 (H): 0.0690, atom 59 (H): 0.0752, atom 60 (H): 0.0980, atom 61 (H): 0.1045, atom 62 (H): 0.1010, atom 63 (H): 0.1111, atom 64 (H): 0.0966, atom 65 (H): 0.1021, atom 66 (H): 0.1048, atom 67 (H): 0.0999, atom 68 (H): 0.0516, atom 69 (H): 0.0664, atom 70 (H): 0.0722

=====

A cluster of 2 separate species, C9H14S in total, computed with ωB97M-V/def2-TZVPD.

Geometry as ORCA input:
```
! wB97M-V def2-TZVPD RIJCOSX def2/J DEFGRID3
* xyz 0 1
C 1.492 -2.626 2.546
C -1.132 -2.833 1.780
S 0.207 -1.613 1.787
H 1.195 -2.883 3.570
H 1.577 -3.614 2.088
H 2.424 -2.087 2.514
H -1.114 -3.356 0.836
H -2.063 -2.301 1.943
H -1.030 -3.599 2.551
C -1.187 -0.455 -2.248
C -0.550 0.792 -1.751
C -1.222 1.609 -0.839
C 0.737 1.183 -2.107
C -0.582 2.704 -0.282
C 1.394 2.232 -1.504
C 0.735 3.028 -0.568
H -2.018 -0.765 -1.651
H -0.477 -1.293 -2.222
H -2.246 1.375 -0.587
H 1.247 0.544 -2.810
H -1.094 3.327 0.447
H 2.352 2.564 -1.843
H 1.200 3.824 -0.002
H -1.454 -0.503 -3.313
*
```

Values from the calculation:
HOMO level in eV: -8.3902
SMILES: Cc1ccccc1.CSC

So, what does the Löwdin scheme give us? The charges, in e, come out as: atom 1 (C): -0.4503, atom 2 (C): -0.4305, atom 3 (S): 0.7170, atom 4 (H): 0.0323, atom 5 (H): 0.0348, atom 6 (H): 0.0215, atom 7 (H): 0.0199, atom 8 (H): 0.0233, atom 9 (H): 0.0363, atom 10 (C): -0.0612, atom 11 (C): -0.2854, atom 12 (C): -0.0536, atom 13 (C): -0.0603, atom 14 (C): -0.0995, atom 15 (C): -0.0889, atom 16 (C): -0.0925, atom 17 (H): 0.0636, atom 18 (H): 0.0808, atom 19 (H): 0.1063, atom 20 (H): 0.1087, atom 21 (H): 0.1006, atom 22 (H): 0.0938, atom 23 (H): 0.0988, atom 24 (H): 0.0846

=====

A structure of composition C16H34As3FI2O5Pr, computed with ωB97M-V/def2-TZVPD.

Geometry as ORCA input:
```
! wB97M-V def2-TZVPD RIJCOSX def2/J DEFGRID3
* xyz 1 3
Pr -0.415 11.393 8.006
O -4.988 13.216 7.501
C -4.234 12.541 8.377
O -3.019 12.448 8.145
C -4.909 11.910 9.483
O -4.378 10.762 10.040
C -3.270 10.870 10.817
C -2.059 10.605 10.016
O -1.007 11.229 10.377
O -2.083 9.926 8.999
H -4.392 13.823 7.072
H -5.888 11.568 9.155
H -5.022 12.791 10.174
H -3.199 10.163 11.707
H -3.140 11.908 11.236
I 0.831 8.106 8.264
C -1.210 7.505 7.850
I -2.049 8.277 5.964
H -1.822 7.944 8.629
H -1.258 6.441 7.782
C 1.143 15.145 6.248
As 0.412 14.472 8.012
C -1.082 15.777 8.011
C 1.623 15.489 9.149
C 2.482 14.612 10.044
C 1.625 13.886 11.107
C 3.279 13.626 9.182
As 2.513 11.845 8.790
C 3.115 10.656 10.297
C 3.605 11.525 7.174
C 3.410 15.651 10.669
As 4.859 16.689 9.700
C 4.190 17.507 8.063
C 6.093 15.441 8.801
H 1.340 16.211 6.279
H 0.551 14.796 5.384
H 2.077 14.622 6.176
H -0.672 16.832 7.995
H -1.704 15.799 8.879
H -1.692 15.665 7.088
H 0.920 16.125 9.803
H 2.095 16.172 8.448
H 0.960 13.180 10.658
H 1.020 14.637 11.637
H 2.273 13.371 11.809
H 4.204 13.395 9.691
H 3.584 14.038 8.226
H 2.785 11.115 11.120
H 4.189 10.630 10.270
H 2.744 9.638 10.144
H 4.653 11.932 7.086
H 2.986 11.936 6.385
H 3.747 10.435 6.969
H 4.020 15.115 11.560
H 2.860 16.442 11.145
H 3.436 18.246 8.267
H 3.738 16.730 7.384
H 5.021 18.003 7.504
H 6.236 14.545 9.493
H 7.114 15.942 8.704
H 5.755 15.126 7.858
F 0.744 11.459 6.360
*
```

Values from the calculation:
HOMO level (alpha / beta) in eV: -10.3930 / -10.3930

So, what does the Löwdin scheme give us? The charges, in e, come out as: atom 1 (Pr): 0.7006, atom 2 (O): 0.1741, atom 3 (C): -0.4239, atom 4 (O): 0.0299, atom 5 (C): -0.1104, atom 6 (O): -0.0449, atom 7 (C): -0.1305, atom 8 (C): -0.6889, atom 9 (O): -0.1135, atom 10 (O): -0.1586, atom 11 (H): 0.1274, atom 12 (H): 0.1659, atom 13 (H): 0.1819, atom 14 (H): 0.1776, atom 15 (H): 0.1632, atom 16 (I): 0.9357, atom 17 (C): -0.9732, atom 18 (I): 0.7985, atom 19 (H): -0.0525, atom 20 (H): -0.0404, atom 21 (C): -0.2448, atom 22 (As): 1.1520, atom 23 (C): -0.3082, atom 24 (C): -0.3592, atom 25 (C): -0.7010, atom 26 (C): -0.0539, atom 27 (C): -0.3378, atom 28 (As): 1.1205, atom 29 (C): -0.2187, atom 30 (C): -0.2746, atom 31 (C): -0.3736, atom 32 (As): 1.1248, atom 33 (C): -0.3755, atom 34 (C): -0.3628, atom 35 (H): 0.0307, atom 36 (H): 0.0422, atom 37 (H): -0.0016, atom 38 (H): 0.0531, atom 39 (H): 0.0060, atom 40 (H): 0.0316, atom 41 (H): 0.1172, atom 42 (H): 0.0340, atom 43 (H): 0.0207, atom 44 (H): 0.1024, atom 45 (H): 0.0882, atom 46 (H): 0.0668, atom 47 (H): 0.0629, atom 48 (H): -0.0377, atom 49 (H): 0.0316, atom 50 (H): -0.0095, atom 51 (H): 0.0565, atom 52 (H): -0.0027, atom 53 (H): 0.0432, atom 54 (H): 0.1228, atom 55 (H): 0.0461, atom 56 (H): 0.0069, atom 57 (H): 0.0119, atom 58 (H): 0.0438, atom 59 (H): 0.0345, atom 60 (H): 0.0458, atom 61 (H): -0.0209, atom 62 (F): -0.5315

=====

F_max per entry: 1.0, 3.1, 1.8, 4.6 eV Å⁻¹
Energy relative to the best compared isomer or geometry (same formula, charge and spin) per entry: 1.883, 0.000, 0.363, 1.359 eV
M per entry: 108.09, 515.30, 154.28, 944.92 g/mol